Entry 1:
{"formula": "C4H12N3", "method": "ωB97M-V with the def2-TZVPD basis set", "lumo_energy_ha": -0.1471, "homo_energy_ev": -14.1, "orbital_gap_ev": 10.1, "total_charge": 1, "smiles": "CCCNC(N)=[NH2+]", "species": ["C", "C", "C", "N", "C", "N", "N", "H", "H", "H", "H", "H", "H", "H", "H", "H", "H", "H", "H"], "coordinates": [[0.70, 2.36, 0.68], [1.21, 1.34, -0.21], [0.84, -0.07, 0.47], [-0.58, -0.32, 0.33], [-0.92, -1.42, -0.29], [-0.43, -2.66, -0.02], [-1.96, -1.21, -1.04], [1.32, 2.16, 1.66], [0.79, 3.34, 0.32], [-0.33, 2.22, 1.02], [2.31, 1.48, -0.50], [0.80, 1.58, -1.25], [0.97, -0.09, 1.53], [1.49, -0.84, -0.10], [-1.27, 0.15, 0.93], [0.56, -2.71, -0.16], [-0.99, -3.44, -0.24], [-2.20, -1.62, -1.99], [-2.30, -0.25, -1.13]]}

Entry 2:
{"formula": "C4H12N3", "method": "ωB97M-V with the def2-TZVPD basis set", "lumo_energy_ha": -0.1313, "homo_energy_ev": -11.7, "orbital_gap_ev": 8.2, "total_charge": 1, "smiles": "C[C@H]1NNC[C@@H]1[NH3+]", "species": ["C", "C", "N", "N", "C", "C", "N", "H", "H", "H", "H", "H", "H", "H", "H", "H", "H", "H", "H"], "coordinates": [[-2.18, -0.20, 0.23], [-0.81, -0.16, -0.46], [-0.56, 1.28, -0.59], [0.83, 1.58, -0.23], [1.14, 0.85, 0.97], [0.38, -0.61, 0.42], [1.41, -1.33, -0.43], [-2.40, 0.72, 0.48], [-2.21, -0.89, 1.11], [-2.95, -0.60, -0.40], [-0.77, -0.74, -1.48], [-0.85, 1.77, -1.45], [0.91, 2.54, -0.23], [0.81, 1.14, 1.86], [2.30, 0.80, 0.94], [0.01, -1.34, 1.30], [1.99, -0.84, -1.09], [0.88, -1.96, -1.05], [2.06, -2.02, 0.11]]}

Entry 3:
{"formula": "C4H12N3", "method": "ωB97M-V with the def2-TZVPD basis set", "lumo_energy_ha": -0.1208, "homo_energy_ev": -14.9, "orbital_gap_ev": 11.7, "total_charge": 1, "smiles": "CCCNC(N)=[NH2+]", "species": ["C", "C", "C", "N", "C", "N", "N", "H", "H", "H", "H", "H", "H", "H", "H", "H", "H", "H", "H"], "coordinates": [[-2.40, -0.96, 0.10], [-2.00, 0.49, -0.17], [-0.75, 0.63, -1.06], [0.36, -0.28, -0.63], [1.25, -0.07, 0.33], [1.39, 1.18, 0.83], [2.34, -0.86, 0.40], [-1.67, -1.59, -0.41], [-3.40, -1.17, -0.30], [-2.47, -1.35, 1.11], [-2.81, 1.10, -0.57], [-1.71, 1.03, 0.74], [-0.91, 0.24, -2.06], [-0.31, 1.62, -1.02], [0.61, -1.02, -1.28], [0.55, 1.72, 1.00], [1.93, 1.31, 1.68], [3.02, -0.69, 1.13], [2.24, -1.80, 0.04]]}

Entry 4:
{"formula": "C4H12N3", "method": "ωB97M-V with the def2-TZVPD basis set", "lumo_energy_ha": [-0.3257, -0.4810], "homo_energy_ev": [-19.8, -19.7], "multiplicity": 2, "orbital_gap_ev": [10.9, 6.6], "total_charge": 2, "species": ["C", "C", "C", "N", "H", "H", "H", "H", "H", "H", "H", "N", "C", "N", "H", "H", "H", "H", "H"], "coordinates": [[-2.52, 0.57, 0.16], [-1.26, 0.65, 1.01], [0.30, 2.35, 0.18], [-0.11, 1.17, 0.27], [-3.37, 0.37, 0.81], [-2.72, 1.50, -0.36], [-2.37, -0.18, -0.62], [-1.02, -0.34, 1.39], [-1.40, 1.31, 1.89], [-0.09, 3.17, 0.78], [1.09, 2.61, -0.53], [1.83, -0.55, -0.12], [1.39, -1.55, -0.88], [1.95, -2.70, -1.05], [2.42, -0.80, 0.67], [1.10, 0.19, -0.03], [0.47, -1.39, -1.43], [1.47, -3.45, -1.52], [2.84, -2.93, -0.60]]}

Entry 5:
{"formula": "C4H12N3P", "method": "ωB97M-V with the def2-TZVPD basis set", "lumo_energy_ha": -0.2948, "homo_energy_ev": -17.3, "orbital_gap_ev": 9.3, "total_charge": 2, "smiles": "C=[NH+]CP1C[NH2+]CN1", "species": ["C", "N", "C", "P", "C", "N", "C", "N", "H", "H", "H", "H", "H", "H", "H", "H", "H", "H", "H", "H"], "coordinates": [[2.55, 2.13, -0.27], [1.66, 1.61, -0.98], [1.01, 0.38, -0.80], [-0.83, 0.81, -0.32], [-1.57, -0.87, -0.86], [-1.17, -1.78, 0.28], [-1.38, -0.98, 1.59], [-0.61, 0.20, 1.25], [2.94, 1.56, 0.67], [3.03, 3.07, -0.41], [1.41, 2.05, -1.88], [1.12, -0.20, -1.65], [1.49, -0.16, -0.10], [-1.37, -1.32, -1.78], [-2.65, -0.75, -0.87], [-0.23, -2.08, 0.17], [-1.57, -2.64, 0.08], [-0.72, -1.36, 2.35], [-2.50, -0.67, 1.63], [-0.62, 0.97, 1.88]]}

Entry 6:
{"formula": "C4H12N3Si", "method": "ωB97M-V with the def2-TZVPD basis set", "lumo_energy_ha": -0.1769, "homo_energy_ev": -14.0, "orbital_gap_ev": 9.2, "total_charge": 1, "smiles": "C[Si](C)(C)CN=[N+]=N", "species": ["C", "Si", "C", "C", "C", "N", "N", "N", "H", "H", "H", "H", "H", "H", "H", "H", "H", "H", "H", "H"], "coordinates": [[0.87, -2.28, -0.41], [0.67, -0.33, -0.29], [1.57, 0.56, -1.54], [1.01, 0.25, 1.60], [-1.30, -0.15, -0.45], [-1.84, 1.17, -0.14], [-2.40, 1.73, 0.66], [-2.82, 2.50, 1.48], [0.51, -2.91, 0.40], [0.27, -2.60, -1.24], [1.88, -2.65, -0.67], [2.65, 0.44, -1.28], [1.50, 0.01, -2.49], [1.38, 1.58, -1.74], [0.25, -0.05, 2.28], [1.91, -0.20, 1.83], [1.04, 1.29, 1.63], [-1.63, -0.37, -1.44], [-1.78, -0.91, 0.32], [-3.74, 2.92, 1.49]]}

Entry 7:
{"formula": "C4H12N4", "method": "ωB97M-V with the def2-TZVPD basis set", "lumo_energy_ha": 0.0349, "homo_energy_ev": -8.2, "orbital_gap_ev": 9.2, "total_charge": 0, "smiles": "[H]/N=C/NC.N/C=C/N", "species": ["H", "N", "C", "N", "C", "H", "H", "H", "H", "H", "N", "C", "C", "N", "H", "H", "H", "H", "H", "H"], "coordinates": [[-2.13, -0.14, 0.15], [-2.08, 0.60, -0.61], [-1.07, 1.34, -0.33], [-0.65, 2.36, -1.15], [0.70, 2.20, -1.73], [-0.45, 1.19, 0.51], [-1.34, 2.51, -1.86], [0.94, 3.15, -2.26], [1.44, 2.03, -0.94], [0.65, 1.35, -2.39], [2.19, -2.16, 0.10], [0.80, -1.92, 0.33], [0.52, -1.50, 1.60], [-0.72, -0.94, 1.99], [2.62, -1.31, -0.29], [2.27, -2.84, -0.64], [0.13, -1.87, -0.53], [1.33, -1.34, 2.31], [-0.84, -1.16, 2.96], [-1.47, -1.42, 1.50]]}

Entry 8:
{"formula": "C4H12N4O", "method": "ωB97M-V with the def2-TZVPD basis set", "lumo_energy_ha": 0.0268, "homo_energy_ev": -8.0, "orbital_gap_ev": 8.8, "total_charge": 0, "species": ["C", "N", "C", "N", "N", "N", "H", "H", "H", "H", "H", "H", "H", "H", "C", "C", "O", "H", "H", "H", "H"], "coordinates": [[-0.58, -1.12, -1.17], [0.28, -0.66, -0.09], [-0.43, -0.12, 1.35], [1.31, -1.60, 0.20], [-1.74, 0.36, 1.08], [-0.18, -0.77, 2.42], [1.46, -2.19, -0.61], [2.17, -1.05, 0.31], [-2.41, -0.18, 1.61], [-1.84, 1.34, 1.29], [0.67, -1.33, 2.36], [-1.46, -0.48, -1.22], [-0.90, -2.14, -0.97], [-0.04, -1.08, -2.12], [0.17, 1.87, -1.09], [0.98, 0.92, -0.24], [2.20, 0.88, -0.26], [0.38, 1.02, 1.07], [0.38, 1.67, -2.15], [-0.90, 1.77, -0.91], [0.48, 2.89, -0.86]]}

Entry 9:
{"formula": "C4H12N4O", "method": "ωB97M-V with the def2-TZVPD basis set", "lumo_energy_ha": 0.0319, "homo_energy_ev": -8.9, "orbital_gap_ev": 9.7, "total_charge": 0, "smiles": "[H]/N=C/N(N)C(C)(C)NO", "species": ["H", "N", "C", "N", "N", "C", "C", "C", "N", "O", "H", "H", "H", "H", "H", "H", "H", "H", "H", "H", "H"], "coordinates": [[3.04, -1.20, 1.22], [2.10, -1.01, 0.88], [1.94, 0.16, 0.42], [0.76, 0.63, -0.03], [0.82, 1.86, -0.70], [-0.45, -0.22, -0.10], [-0.30, -1.22, -1.25], [-1.70, 0.64, -0.30], [-0.61, -1.01, 1.11], [-0.83, -0.18, 2.26], [2.72, 0.93, 0.35], [0.14, 2.51, -0.32], [0.64, 1.75, -1.70], [0.60, -1.82, -1.09], [-0.20, -0.69, -2.20], [-1.16, -1.88, -1.29], [-1.70, 1.13, -1.27], [-1.76, 1.39, 0.49], [-2.57, 0.00, -0.23], [0.28, -1.48, 1.28], [-1.76, -0.30, 2.49]]}

Entry 10:
{"formula": "C4H12N4O", "method": "ωB97M-V with the def2-TZVPD basis set", "lumo_energy_ha": 0.0289, "homo_energy_ev": -8.8, "orbital_gap_ev": 9.6, "total_charge": 0, "species": ["C", "C", "C", "N", "N", "C", "N", "N", "O", "H", "H", "H", "H", "H", "H", "H", "H", "H", "H", "H", "H"], "coordinates": [[1.48, 0.22, 0.13], [2.26, -1.07, 0.38], [-3.15, -0.67, -0.57], [0.05, -0.08, 0.27], [-2.24, -0.43, 0.55], [-0.88, 0.76, 0.10], [1.80, 0.72, -1.21], [1.82, 1.20, 1.14], [-1.30, 1.81, -0.28], [-1.31, -1.10, 0.68], [-2.72, -0.10, 1.37], [1.26, 1.55, -1.42], [1.60, 0.02, -1.91], [1.31, 2.06, 0.99], [2.81, 1.42, 1.07], [2.07, -1.41, 1.39], [1.94, -1.84, -0.33], [3.32, -0.88, 0.24], [-2.59, -1.13, -1.38], [-3.98, -1.33, -0.29], [-3.55, 0.28, -0.92]]}

Entry 11:
{"formula": "C4H12N4O", "method": "ωB97M-V with the def2-TZVPD basis set", "lumo_energy_ha": 0.0301, "homo_energy_ev": -8.3, "orbital_gap_ev": 9.1, "total_charge": 0, "smiles": "C/C(O)=N/N.[H]/N=C\\NC", "species": ["C", "C", "O", "N", "N", "H", "H", "H", "H", "H", "H", "H", "N", "C", "N", "C", "H", "H", "H", "H", "H"], "coordinates": [[-1.56, -1.88, -0.85], [-0.37, -1.39, -0.09], [-0.59, -1.08, 1.21], [0.85, -1.57, -0.55], [1.84, -1.34, 0.34], [-1.39, -1.77, -1.92], [-2.45, -1.31, -0.57], [-1.73, -2.94, -0.63], [-1.49, -0.74, 1.33], [2.62, -1.98, 0.19], [1.51, -1.40, 1.31], [-1.25, 2.23, 0.89], [-1.67, 1.85, 0.04], [-0.73, 1.40, -0.73], [0.63, 1.57, -0.59], [1.26, 2.01, 0.64], [-1.00, 1.03, -1.74], [1.22, 0.96, -1.16], [0.98, 1.35, 1.47], [0.94, 3.02, 0.89], [2.35, 1.99, 0.53]]}

Entry 12:
{"formula": "C4H12N6", "method": "ωB97M-V with the def2-TZVPD basis set", "lumo_energy_ha": 0.0334, "homo_energy_ev": -7.8, "orbital_gap_ev": 8.7, "total_charge": 0, "species": ["C", "N", "C", "N", "N", "N", "N", "C", "C", "N", "H", "H", "H", "H", "H", "H", "H", "H", "H", "H", "H", "H"], "coordinates": [[0.29, -0.58, 0.33], [-0.44, 0.22, -0.52], [-2.11, 0.17, 0.11], [-0.07, 1.55, -0.76], [-0.13, -1.91, 0.44], [0.81, -0.07, 1.52], [-2.24, 0.73, 1.35], [1.79, -0.63, -0.97], [2.82, 0.18, -1.14], [-3.08, -0.17, -0.61], [0.79, 1.83, -0.28], [0.17, 1.62, -1.74], [-0.83, -2.06, 1.15], [-0.38, -2.32, -0.45], [0.38, 0.73, 1.95], [1.52, -0.66, 1.94], [-3.19, 1.01, 1.57], [-1.57, 1.46, 1.54], [-2.81, -0.62, -1.48], [1.86, -1.66, -1.34], [2.79, 1.22, -0.81], [3.66, -0.04, -1.79]]}

Taking the records one at a time from the top gives E values of -323.58365; -323.51651; -323.65401; -323.13346; -664.52764; -613.00046; -378.57150; -453.72497; -453.78896; -453.84354; -453.82670; -487.98899 Ha.
Taking the records one at a time from the top gives energy relative to the best compared isomer or geometry (same formula, charge and spin) values of 248.4; 424.7; 63.7; 221.2; 73.5; 74.6; 175.3; 465.3; 297.3; 154.0; 198.2; 199.2 kJ/mol.